No. 1
DFT (wB97M-V/def2-TZVPD) results for a cluster of 9 separate species, C18H34Cl14N2 in total in a non-equilibrium geometry.

Results
LUMO energy = 0.0 eV
Relative energy (zero: lowest compared OMol25 entry of this formula, charge and spin) = 0.0 kcal/mol
Structure (SMILES) = ClCCCl.ClCCCl.ClCCCl.ClCCCl.ClCCCl.ClCCCl.ClCCCl.CC#N.CC#N
Orbital gap = 10.610 eV
Highest occupied orbital energy = -10.6053 eV
Net charge = 0

Geometry as XYZ:
```
68
Properties=species:S:1:pos:R:3:nbo_charge:R:1
C 3.0279 6.8404 20.8544 -0.73
C 1.8639 7.4183 21.4914 0.31
N 0.9519 7.8697 22.0117 -0.35
H 3.1469 5.8082 21.1827 0.26
H 3.9170 7.3832 21.1797 0.25
H 2.9551 6.8770 19.7722 0.26
C -0.6166 8.2528 28.3639 -0.73
C -0.3045 7.3827 27.2454 0.32
N -0.0346 6.7290 26.3434 -0.38
H 0.2336 8.2337 29.0471 0.25
H -1.5233 7.9431 28.8696 0.26
H -0.6818 9.2649 27.9624 0.28
Cl 3.6625 8.2376 24.0995 -0.08
C 3.2367 6.7117 24.9107 -0.40
C 4.4668 5.9426 25.3055 -0.39
Cl 5.4307 5.4520 23.8837 -0.08
H 2.5478 6.1804 24.2588 0.24
H 2.6802 6.9848 25.8066 0.24
H 4.2015 5.0249 25.8272 0.24
H 5.0745 6.5776 25.9462 0.23
Cl 3.0384 11.4751 21.8379 -0.06
C 4.6534 10.7053 21.8454 -0.38
C 5.6483 11.4241 20.9663 -0.40
Cl 5.0912 11.6237 19.2957 -0.04
H 4.4968 9.6779 21.5280 0.22
H 4.9730 10.7017 22.8848 0.23
H 6.5666 10.8393 20.9217 0.23
H 5.8904 12.4081 21.3580 0.22
Cl -0.9695 11.0281 25.3337 -0.09
C 0.5575 10.4577 24.5756 -0.38
C 1.7602 10.9798 25.3037 -0.37
Cl 1.8940 10.2047 26.9199 -0.10
H 0.5715 10.8027 23.5454 0.24
H 0.5207 9.3718 24.5777 0.24
H 1.6707 12.0439 25.5023 0.23
H 2.6704 10.7653 24.7597 0.24
Cl 1.1155 4.1401 22.7108 -0.06
C 0.9803 3.7058 24.4315 -0.39
C 1.0360 2.2247 24.6391 -0.39
Cl 2.6498 1.5365 24.3661 -0.06
H 0.0709 4.1191 24.8640 0.25
H 1.7953 4.2182 24.9326 0.22
H 0.3153 1.7107 24.0039 0.23
H 0.7389 1.9777 25.6598 0.23
Cl 2.1974 3.5724 27.7547 -0.05
C 2.6031 4.8818 28.8646 -0.39
C 3.7523 4.5379 29.8004 -0.39
Cl 5.2351 4.1427 28.9200 -0.05
H 1.7248 5.0922 29.4758 0.22
H 2.8390 5.7835 28.3019 0.21
H 3.4887 3.7199 30.4634 0.22
H 3.9803 5.4224 30.3938 0.22
Cl 4.3386 3.4482 19.9476 -0.08
C 4.1719 2.8841 21.6321 -0.40
C 5.4226 2.3188 22.1731 -0.39
Cl 5.8218 0.7465 21.4187 -0.07
H 3.3199 2.2116 21.6592 0.24
H 3.8380 3.7324 22.2278 0.23
H 5.2951 2.1353 23.2377 0.23
H 6.2780 2.9675 22.0126 0.22
Cl 10.4265 6.9001 24.1165 -0.05
C 8.9287 6.1342 23.5817 -0.40
C 8.5205 6.5664 22.1868 -0.38
Cl 9.7794 6.2763 20.9573 -0.05
H 8.1597 6.4610 24.2780 0.23
H 9.0260 5.0551 23.6589 0.22
H 8.2623 7.6225 22.1702 0.21
H 7.6527 5.9930 21.8669 0.22
```


No. 2
DFT (wB97M-V/def2-TZVPD) results for a cluster of 4 separate species, C18H34F2N4O8S in total in a non-equilibrium geometry.

Results
LUMO energy = -1.7 eV
Relative energy (zero: lowest compared OMol25 entry of this formula, charge and spin) = 209.0 kcal/mol
Structure (SMILES) = CCC[C@@H]1CC[C@@H](N(C(=O)F)C(=O)F)S(=O)(=O)O1.CNC(C)=O.CNC(C)=O.CNC(C)=O
Orbital gap = 7.227 eV
Highest occupied orbital energy = -8.8934 eV
Net charge = 0

Geometry as XYZ:
```
67
Properties=species:S:1:pos:R:3:nbo_charge:R:1
C -3.9533 -0.6947 -1.7492 -0.65
C -4.6140 0.8069 -1.7930 -0.42
C -3.6550 1.9542 -2.4696 -0.43
C -2.0828 1.9219 -1.9001 0.07
C -1.9612 2.6120 -0.4003 -0.46
C -0.6022 2.2145 0.4208 -0.44
C 0.7283 1.9657 -0.5622 -0.28
N 1.3371 0.6124 -0.2998 -0.52
C 0.4213 -0.5428 -0.6112 0.95
O -0.2525 -1.1338 0.4150 -0.47
F 0.2125 -1.1750 -1.9453 -0.31
C 2.7293 0.4496 -0.8505 0.95
O 3.4041 -0.6695 -0.4652 -0.50
F 3.4710 1.3851 -1.7230 -0.30
S 0.4319 2.3934 -2.3580 2.08
O 0.9388 1.3368 -3.3803 -0.85
O 1.2541 3.7029 -2.6797 -0.87
O -1.1820 2.7462 -2.7732 -0.65
H -3.4416 -0.8257 -0.6800 0.22
H -3.0855 -0.8438 -2.5550 0.21
H -4.7252 -1.5759 -1.8582 0.23
H -5.5961 0.7248 -2.4662 0.23
H -4.9856 1.0621 -0.7104 0.22
H -3.6799 1.9558 -3.6534 0.24
H -4.0964 3.0150 -2.1491 0.22
H -1.6214 0.8342 -1.9285 0.20
H -2.9498 2.4230 0.2415 0.25
H -1.9524 3.7911 -0.5857 0.24
H -0.3765 3.1325 1.1507 0.25
H -0.8295 1.3059 1.1225 0.28
H 1.5225 2.7633 -0.1623 0.32
C 1.1513 7.7485 -5.6635 -0.72
C -0.2784 7.4545 -5.2989 0.67
O -1.1150 8.3428 -5.1638 -0.64
N -0.6331 6.1492 -5.1174 -0.61
C 0.2001 4.9754 -5.2306 -0.42
H 1.2857 8.8281 -5.7755 0.24
H 1.8186 7.3973 -4.8721 0.23
H 1.4009 7.2687 -6.6136 0.23
H -1.6092 6.0269 -4.8742 0.40
H -0.2294 4.3272 -5.9983 0.19
H 0.1852 4.4550 -4.2700 0.23
H 1.2297 5.2188 -5.4955 0.21
C -0.0251 -3.4186 2.9610 -0.73
C -1.4548 -3.7126 3.3257 0.68
O -2.2914 -2.8243 3.4607 -0.64
N -1.8095 -5.0179 3.5071 -0.62
C -0.9763 -6.1917 3.3939 -0.41
H 0.1093 -2.3390 2.8490 0.25
H 0.6422 -3.7698 3.7524 0.24
H 0.2245 -3.8984 2.0109 0.22
H -2.7856 -5.1402 3.7503 0.40
H -1.4058 -6.8398 2.6262 0.20
H -0.9913 -6.7121 4.3546 0.19
H 0.0533 -5.9482 3.1291 0.21
C 4.7421 -3.7699 5.0852 -0.72
C 3.3125 -4.0639 5.4498 0.67
O 2.4759 -3.1755 5.5849 -0.63
N 2.9577 -5.3692 5.6313 -0.62
C 3.7909 -6.5430 5.5181 -0.41
H 4.8765 -2.6902 4.9732 0.25
H 5.4094 -4.1211 5.8766 0.23
H 4.9917 -4.2496 4.1351 0.23
H 1.9816 -5.4914 5.8745 0.40
H 3.3614 -7.1911 4.7504 0.20
H 3.7760 -7.0634 6.4787 0.20
H 4.8205 -6.2995 5.2532 0.21
```


No. 3
DFT (wB97M-V/def2-TZVPD) results for a structure of composition C18H34N3OPSiSn in a non-equilibrium geometry.

Results
LUMO energy = 0.3 eV
Orbital gap = 5.250 eV
Highest occupied orbital energy = -4.9857 eV
Net charge = 0

Geometry as XYZ:
```
59
Properties=species:S:1:pos:R:3:nbo_charge:R:1
Sn -0.2122 0.0949 0.1766 1.65
Si -1.2436 1.6849 1.8405 0.54
P -1.4679 1.1309 -1.8598 1.01
N 1.5038 1.0922 -0.4395 -1.21
H -1.4516 -3.2378 1.0513 0.15
C -1.3814 0.3595 -3.4899 -0.95
H -1.9925 0.9486 -4.1921 0.23
H -1.7613 -0.6719 -3.4458 0.26
H -0.3386 0.3408 -3.8377 0.27
C -3.2343 1.1749 -1.4077 -0.96
H -3.7671 1.6177 -2.2617 0.23
H -3.4067 1.7875 -0.5113 0.25
H -3.6117 0.1553 -1.2313 0.25
C -0.9312 2.8591 -2.0642 -0.95
H -1.6285 3.3510 -2.7591 0.23
H 0.0869 2.8762 -2.4779 0.28
H -0.9219 3.3890 -1.1025 0.26
C -2.6954 0.6384 2.4525 -1.11
H -2.4660 -0.3763 2.8189 0.23
H -3.4908 0.5763 1.6948 0.24
H -3.0470 1.2393 3.3062 0.23
H -0.2587 1.8896 2.9310 -0.13
H -1.6142 2.9393 1.1449 -0.13
C 2.3680 2.0963 -0.4270 0.19
C 4.5228 2.7735 -1.4049 -0.22
C 3.5102 1.8566 -1.2716 -0.26
C 2.3227 3.3771 0.2762 -0.36
C 3.3505 4.2851 0.1283 -0.19
C 4.4501 3.9945 -0.7047 -0.35
H 5.3714 2.5406 -2.0563 0.20
H 3.4908 0.8884 -1.7967 0.19
H 1.4443 3.5620 0.9176 0.18
H 3.3225 5.2458 0.6619 0.20
H 5.2550 4.7174 -0.8144 0.19
C -1.7670 -2.8410 0.0718 0.12
O -1.0871 -1.6364 -0.2316 -0.97
C -1.3144 -3.8410 -0.9849 -0.63
H -2.1044 -4.5099 -1.3439 0.20
H -0.5072 -4.4650 -0.5896 0.21
H -0.9062 -3.3104 -1.8484 0.22
C -3.2748 -2.6486 0.1313 -0.63
H -3.7016 -2.7227 -0.8766 0.20
H -3.5446 -1.6685 0.5332 0.21
H -3.7690 -3.4101 0.7521 0.21
C 1.3991 -1.5306 5.3512 -0.65
C 1.5564 -1.3912 3.8893 0.19
C 2.5741 -1.7606 3.0211 -0.33
C 2.1958 -1.4021 1.7254 0.24
N 0.9740 -0.8343 1.8063 -0.37
N 0.5983 -0.8756 3.1083 -0.33
C 2.9231 -1.6261 0.4654 -0.66
H 1.4180 -2.5906 5.6238 0.24
H 2.2366 -1.0537 5.8693 0.24
H 0.4707 -1.0989 5.7434 0.22
H 3.4950 -2.2730 3.2842 0.23
H -0.2600 -0.3924 3.4238 0.42
H 3.9146 -1.1658 0.5352 0.25
H 3.0741 -2.7059 0.3447 0.22
H 2.4230 -1.2156 -0.4170 0.27
```